No. 1
DFT (ωB97M-V with the def2-TZVPD basis set) results for an isolated molecule of C22H31N3O4S.

Geometry as XYZ:
```
61
Properties=species:S:1:pos:R:3
S -0.51 -1.48 1.27
O -1.14 -1.02 -1.96
O 5.58 -0.16 -0.35
O -1.86 -1.92 1.04
O 0.04 -1.69 2.58
N -3.08 -0.05 -1.34
N 0.45 -2.24 0.12
N 0.25 2.31 0.53
C 2.20 -1.13 -1.16
C 4.34 -0.69 -0.16
C 0.90 3.58 0.69
C -0.99 0.70 -0.37
C 1.75 -1.72 0.02
C 6.54 -0.28 0.68
C -4.19 -2.25 -1.29
C 2.61 -1.79 1.11
C 0.39 1.22 1.35
C -0.58 2.00 -0.52
C 7.85 0.31 0.17
C -0.37 0.21 0.81
C -1.75 -0.20 -1.28
C 1.23 1.20 2.57
C -0.90 2.98 -1.59
C -5.81 -0.77 0.08
C -4.58 -0.05 0.64
C -5.52 -2.14 -0.54
C -3.83 0.77 -0.42
C 3.90 -1.28 1.02
C 3.48 -0.63 -1.25
C -3.83 -1.02 -2.12
H -1.46 3.83 -1.20
H -3.18 -1.31 -2.95
H 6.68 -1.33 0.95
H -3.88 -0.77 1.08
H 3.83 -0.17 -2.16
H 1.35 3.64 1.68
H 0.00 3.35 -2.07
H 8.61 0.24 0.93
H 4.54 -1.34 1.89
H -4.89 0.64 1.42
H -4.55 1.36 -1.00
H -1.51 2.49 -2.35
H 2.28 1.36 2.32
H -6.35 -2.38 -1.21
H -3.13 1.45 0.07
H -5.52 -2.89 0.25
H -0.05 -2.20 -0.76
H -4.24 -3.12 -1.95
H -6.28 -0.12 -0.67
H 1.52 -1.07 -2.00
H 1.13 0.22 3.03
H 2.26 -2.24 2.02
H 6.21 0.27 1.58
H -4.72 -0.53 -2.52
H 1.68 3.71 -0.06
H 7.71 1.35 -0.10
H 0.18 4.39 0.59
H -6.54 -0.90 0.88
H -3.38 -2.42 -0.58
H 0.92 1.96 3.28
H 8.17 -0.23 -0.72
```

Output
Highest occupied orbital energy: -8.00 eV
Lowest unoccupied orbital energy: 0.019 hartree
ΔE to the lowest compared entry with this formula, charge and spin: 112.9 kJ/mol
SMILES: CCOc1ccc(NS(=O)(=O)c2c(C(=O)N3CCCCCC3)c(C)n(C)c2C)cc1
F_max: 1.09 eV Å⁻¹
DFT total energy: -46813.3410 eV



No. 2
DFT (ωB97M-V with the def2-TZVPD basis set) results for an isolated molecule of C6H6S.

Geometry as XYZ:
```
13
Properties=species:S:1:pos:R:3
S 0.62 1.81 2.34
C 0.30 0.87 1.05
C -0.55 -0.24 0.91
C 0.94 1.05 -0.34
C -1.40 -1.46 0.67
C -0.52 -0.77 -0.32
C 0.39 -0.09 -1.26
H 1.19 -0.75 -1.60
H 0.68 2.03 -0.73
H -0.12 0.30 -2.14
H 2.02 1.01 -0.25
H -2.47 -1.34 0.59
H -1.09 -2.41 1.08
```

Output
Highest occupied orbital energy: -8.32 eV
Lowest unoccupied orbital energy: -0.013 hartree
ΔE to the lowest compared entry with this formula, charge and spin: 381.3 kJ/mol
SMILES: S=C1CCC2=C1C2
F_max: 2.90 eV Å⁻¹
DFT total energy: -17150.4551 eV



No. 3
DFT (ωB97M-V with the def2-TZVPD basis set) results for a structure of composition C29H46InN4O4S2SbTe.

Geometry as XYZ:
```
88
Properties=species:S:1:pos:R:3
Te -4.39 1.14 -0.10
Sb 0.79 -1.75 0.85
In 0.19 0.91 -0.20
S -1.26 1.95 1.48
S -0.32 2.92 4.16
O 0.19 5.59 -1.93
O 0.83 3.80 -0.74
O -2.72 -0.63 -3.12
O -1.08 -0.38 -1.63
N 1.33 2.45 2.30
N 1.68 2.00 1.07
N 2.09 1.19 -1.44
N -0.95 2.24 -2.11
C 2.28 0.83 -2.71
C -0.87 3.54 -2.38
C -0.30 -3.64 -1.33
C -2.18 -1.96 1.27
C -2.12 2.85 4.26
C -1.85 1.54 -2.79
C 4.39 1.82 -1.31
C 1.06 -3.22 -0.75
C -6.14 0.97 -1.30
C -1.87 0.09 -2.44
C -2.67 2.06 -3.78
C 0.05 2.42 2.54
C -0.89 -1.62 3.37
C 2.62 -3.18 2.89
C 4.58 1.43 -2.63
C 2.86 2.14 0.63
C -1.64 4.17 -3.35
C -0.93 -2.37 2.04
C 1.87 -2.53 -1.85
C 0.15 4.31 -1.59
C -2.56 3.41 -4.07
C 1.79 -4.47 -0.26
C 2.54 -0.71 3.14
C 2.57 -1.86 2.13
C 3.13 1.69 -0.74
C -4.18 3.24 -0.44
C 3.50 0.94 -3.35
C 3.80 -1.70 1.23
C -0.93 -3.88 2.29
H -5.92 1.26 -2.33
H -0.90 -4.21 -0.62
H -2.24 -0.88 1.12
H -1.53 5.23 -3.53
H 1.41 0.44 -3.23
H 2.59 -4.06 2.24
H -0.87 -2.78 -1.66
H 2.08 -3.25 -2.65
H -0.12 -4.28 -2.19
H -2.58 3.52 3.55
H 5.55 1.53 -3.09
H -2.25 -2.46 0.30
H 3.77 -0.77 0.66
H 3.56 -3.22 3.45
H 1.26 -4.96 0.56
H 1.82 -3.26 3.62
H 2.62 0.26 2.67
H -3.36 1.42 -4.31
H 3.60 0.64 -4.38
H 0.85 6.04 -1.38
H 1.85 -5.18 -1.08
H -6.91 1.61 -0.89
H -2.68 -1.55 -2.84
H -3.17 3.87 -4.83
H -1.02 -4.46 1.38
H -4.10 3.43 -1.51
H -5.04 3.75 -0.03
H -6.47 -0.06 -1.27
H 5.20 2.22 -0.72
H 3.41 -0.82 3.80
H -1.82 -1.82 3.91
H -3.28 3.57 0.07
H 3.64 2.62 1.22
H 1.30 -1.71 -2.29
H -1.79 -4.13 2.92
H 3.93 -2.53 0.54
H 2.82 -2.14 -1.49
H 1.65 -0.72 3.77
H -0.81 -0.54 3.24
H 2.81 -4.26 0.06
H 4.69 -1.66 1.86
H -2.48 1.83 4.12
H -2.35 3.17 5.27
H -0.03 -4.21 2.82
H -3.07 -2.26 1.85
H -0.07 -1.96 4.01
```

Output
Highest occupied orbital energy: -12.53 eV
Lowest unoccupied orbital energy: -0.224 hartree
ΔE to the lowest compared entry with this formula, charge and spin: 0.0 kJ/mol
Charge: +2
F_max: 0.26 eV Å⁻¹
DFT total energy: -85633.2844 eV



No. 4
DFT (ωB97M-V with the def2-TZVPD basis set) results for a structure of composition C11H23CdFO2PS.

Geometry as XYZ:
```
40
Properties=species:S:1:pos:R:3
Cd 0.89 -2.92 -0.85
S -3.30 0.17 0.10
P -0.33 -0.75 0.35
F -1.06 -3.71 -0.20
O 0.35 -0.04 1.74
O 0.76 0.06 -0.68
C -1.26 -1.92 1.51
C 1.68 3.08 1.58
C 1.91 1.89 2.16
C 1.95 0.55 -0.03
C -1.89 -3.16 0.88
C 3.79 -0.20 -1.62
C -3.81 0.50 -1.62
C -1.59 0.69 0.27
C 3.18 -0.34 -0.22
C 1.63 0.56 1.50
C -3.28 1.77 -2.24
H 2.93 -1.37 -0.01
H -3.61 -0.38 -2.23
H -0.52 -2.30 2.21
H -1.94 -3.97 1.58
H 2.11 1.51 -0.50
H 0.76 3.20 1.00
H 4.23 0.78 -1.75
H 3.93 -0.01 0.49
H -4.90 0.57 -1.58
H 0.79 -1.87 0.40
H 3.06 -0.43 -2.39
H 2.34 -0.13 1.98
H -3.44 1.70 -3.32
H -1.26 1.35 -0.52
H 4.60 -0.93 -1.70
H 2.36 3.91 1.69
H -2.86 -2.94 0.44
H -2.22 1.93 -2.10
H -0.95 -1.25 -0.87
H 2.32 1.90 3.16
H -3.81 2.65 -1.91
H -2.00 -1.39 2.11
H -1.53 1.26 1.19
```

Output
Highest occupied orbital energy: -10.83 eV
Lowest unoccupied orbital energy: -0.259 hartree
Charge: +1
F_max: 6.68 eV Å⁻¹
DFT total energy: -43268.3025 eV